Below is one molecule with the formula C7H4ClNOS in a non-equilibrium geometry, with properties calculated with ωB97M-V with the def2-TZVPD basis set.

## Properties
* LUMO: -0.0038 Ha
* charge: 0
* SMILES: O=c1cc(Cl)c2sccc2[nH]1
* relative energy (zero: lowest compared OMol25 entry of this formula, charge and spin): 4.2 kcal per mole

Last column: Löwdin charge in e.
Atoms and positions in Å:
O: -0.441 2.843 -1.485  0.050
Cl: 2.512 -1.215 -2.008  0.664
S: 0.595 -2.423 0.565  0.980
C: -0.076 1.779 -1.040  -0.508
C: -0.597 -1.959 1.828  -0.359
C: -1.030 -0.669 1.692  -0.111
C: 0.924 0.987 -1.734  -0.007
C: 1.249 -0.262 -1.240  -0.618
C: 0.517 -0.774 -0.094  -0.486
C: -0.441 -0.003 0.541  -0.269
N: -0.632 1.291 0.109  0.162
H: -0.865 -2.639 2.644  0.075
H: -1.707 -0.201 2.408  0.112
H: 1.443 1.415 -2.615  0.131
H: -1.453 1.832 0.429  0.184

---

Below is one molecule with the formula C4H8N2O, with properties calculated with ωB97M-V with the def2-TZVPD basis set.

## Properties
* LUMO: 0.0369 Ha
* charge: 0
* SMILES: C[C@@]1(C(N)=O)CN1
* relative energy (zero: lowest compared OMol25 entry of this formula, charge and spin): 26.8 kcal per mole

Last column: Löwdin charge in e.
Atoms and positions in Å:
C: -1.143 -1.146 0.491  -0.016
C: -0.228 -0.074 -0.049  -0.446
C: -0.721 0.921 -1.030  -0.092
N: -0.425 1.320 0.348  0.041
C: 1.221 -0.514 -0.162  -0.501
O: 1.519 -1.581 -0.673  0.050
N: 2.110 0.368 0.351  0.177
H: -2.196 -0.856 0.394  0.083
H: -0.980 -2.082 -0.048  0.086
H: -0.929 -1.324 1.551  0.090
H: -0.046 1.323 -1.782  0.111
H: -1.762 0.850 -1.341  0.111
H: -1.283 1.412 0.888  0.099
H: 1.769 1.227 0.756  0.091
H: 3.094 0.156 0.304  0.113

---

Below is C15H22F12N2O15S6Zn as an isolated structure in a non-equilibrium geometry, with properties calculated with ωB97M-V with the def2-TZVPD basis set.

## Properties
* LUMO (spin up / spin down): 0.0696 / 0.0693 Ha
* spin multiplicity: 2
* charge: -1

Last column: Löwdin spin population.
Atoms and positions in Å:
Zn: 0.161 0.208 0.219  0.016
C: -3.978 1.199 -1.178  0.210
F: -5.304 1.680 -0.950  0.053
F: -3.991 -0.099 -0.996  0.015
F: -3.560 1.433 -2.449  0.024
S: -2.807 1.839 0.312  0.249
O: -3.131 3.230 0.678  0.052
O: -3.182 1.055 1.460  0.040
N: -1.142 1.515 -0.350  0.245
S: -0.855 2.770 -1.267  0.026
O: 0.285 2.441 -2.105  0.027
O: -1.994 3.413 -1.954  0.001
C: -0.122 4.101 -0.118  0.000
F: 0.929 3.656 0.424  0.002
F: 0.149 5.154 -0.882  0.000
F: -1.093 4.390 0.714  0.001
C: 3.401 -0.521 3.012  0.000
F: 4.476 -0.750 2.286  0.000
F: 3.709 -0.957 4.266  0.000
F: 3.093 0.833 3.039  0.000
S: 1.838 -1.482 2.288  0.000
O: 2.081 -1.994 0.907  0.000
O: 1.419 -2.468 3.267  0.000
N: 0.613 -0.220 2.098  0.001
S: 0.090 -0.012 3.540  0.001
O: -1.289 -0.590 3.682  0.000
O: 0.996 -0.351 4.668  0.000
C: -0.035 1.884 3.697  0.000
F: -0.529 2.288 4.859  0.000
F: 1.215 2.353 3.601  0.000
F: -0.716 2.408 2.635  0.000
C: -3.852 -3.443 2.542  0.000
C: -2.781 -4.464 1.974  0.000
C: -1.614 -3.695 1.364  0.000
S: -2.314 -2.278 0.508  0.001
O: -2.973 -2.744 -0.735  0.001
O: -1.353 -1.164 0.370  0.000
C: -3.581 -2.043 1.832  0.000
H: -3.605 -3.208 3.578  0.000
H: -4.917 -3.584 2.355  0.000
H: -3.352 -4.895 1.152  0.000
H: -2.338 -5.264 2.567  0.000
H: -1.092 -4.122 0.508  0.000
H: -0.940 -3.299 2.123  0.000
H: -4.464 -1.491 1.509  0.000
H: -3.101 -1.364 2.537  0.000
C: 3.456 2.745 -2.462  0.000
C: 4.717 2.653 -1.620  0.000
C: 4.394 2.057 -0.260  0.001
S: 3.258 0.698 -0.811  0.002
O: 1.981 0.871 -0.136  0.009
O: 3.959 -0.592 -0.770  0.001
C: 3.057 1.269 -2.717  0.000
H: 3.750 3.172 -3.421  0.000
H: 2.623 3.257 -1.981  0.000
H: 5.062 3.670 -1.434  0.000
H: 5.361 2.126 -2.324  0.000
H: 3.835 2.793 0.318  0.000
H: 5.170 1.662 0.396  0.000
H: 2.061 0.913 -2.980  0.000
H: 3.878 0.751 -3.212  0.000
C: -0.756 0.098 -4.212  0.001
O: -0.353 -1.125 -3.731  0.002
C: 0.199 -1.317 -2.516  0.005
O: 0.408 -0.487 -1.681  0.006
O: 0.288 -2.740 -2.222  0.001
C: -0.414 -3.587 -3.078  0.000
H: -1.772 0.239 -3.844  0.001
H: -0.641 0.105 -5.296  0.000
H: -0.195 0.970 -3.875  0.001
H: -0.824 -4.378 -2.450  0.000
H: 0.361 -3.990 -3.729  0.000
H: -1.315 -3.178 -3.536  0.000

---

Below is one molecule with the formula C3H9N2O2P in a non-equilibrium geometry, with properties calculated with ωB97M-V with the def2-TZVPD basis set.

## Properties
* LUMO: 0.0339 Ha
* charge: 0
* SMILES: OC(O)P1CCNN1
* relative energy (zero: lowest compared OMol25 entry of this formula, charge and spin): 106.3 kcal per mole

Last column: Löwdin charge in e.
Atoms and positions in Å:
C: -0.443 -0.199 -1.822  -0.279
C: 0.579 -0.999 -0.895  -0.333
C: -0.306 -0.304 1.753  -0.596
N: -0.077 1.152 -1.828  -0.188
N: -0.016 1.516 -0.498  -0.227
O: 0.037 -1.544 2.426  -0.021
O: -0.349 0.725 2.724  -0.078
P: 0.955 0.203 0.427  1.019
H: -0.634 -0.588 -2.894  0.144
H: -1.375 -0.151 -1.309  0.087
H: 0.018 -1.833 -0.531  0.063
H: 1.490 -1.373 -1.299  0.045
H: -1.329 -0.355 1.389  0.117
H: 0.846 1.195 -2.263  0.107
H: 0.232 2.438 -0.314  0.040
H: 0.893 -1.417 2.711  0.027
H: -0.523 1.535 2.222  0.072